No. 1
Below is a structure of composition C26H33F5N2O4SeV, with properties calculated with ωB97M-V with the def2-TZVPD basis set.

Structure (ORCA input):
```
! RIJCOSX wB97M-V def2-TZVPD def2/J DEFGRID3
* xyz 1 3
V 0.143 0.760 0.397
C 4.345 -0.610 1.818
N 3.258 -0.810 2.776
C 3.602 -1.568 3.972
C 2.036 -0.399 2.500
O 1.766 0.212 1.445
C 0.901 -0.672 3.476
O -0.180 0.024 2.926
C -1.482 -0.358 3.265
C -2.334 0.184 2.122
O -1.757 0.772 1.184
N -3.641 0.017 2.135
C -4.360 -0.681 3.193
C -4.467 0.519 1.038
H 4.786 -1.577 1.576
H 5.107 0.028 2.264
H 3.962 -0.149 0.915
H 3.675 -2.631 3.742
H 2.875 -1.420 4.764
H 4.569 -1.223 4.335
H 1.143 -0.307 4.478
H 0.711 -1.751 3.524
H -1.792 0.081 4.219
H -1.581 -1.448 3.322
H -3.700 -0.970 4.004
H -4.831 -1.576 2.786
H -5.134 -0.029 3.594
H -3.873 1.159 0.395
H -5.300 1.082 1.455
H -4.854 -0.318 0.456
F -3.202 5.509 -3.229
C -2.283 4.962 -2.444
C -2.270 3.593 -2.238
F -3.179 2.811 -2.820
C -1.305 3.055 -1.411
F -1.311 1.703 -1.234
C -0.349 3.812 -0.764
Se 0.977 3.033 0.359
C -0.385 5.180 -0.991
F 0.509 5.974 -0.405
C -1.334 5.757 -1.819
F -1.345 7.070 -2.015
C -0.571 -2.674 0.650
C -1.064 -2.705 -0.799
C -2.280 -1.801 -1.017
C 0.024 -2.459 -1.827
C 0.280 -3.448 -2.771
C 1.230 -3.273 -3.761
C 1.936 -2.083 -3.813
C 1.721 -1.060 -2.897
C 2.519 0.222 -3.029
C 1.642 1.432 -3.358
C 3.429 0.488 -1.827
C 0.758 -1.268 -1.900
O 0.535 -0.297 -0.983
H -1.384 -2.944 1.330
H -0.194 -1.688 0.940
H 0.244 -3.385 0.797
H -1.402 -3.731 -0.972
H -2.024 -0.744 -0.944
H -3.058 -2.023 -0.279
H -2.703 -1.966 -2.008
H -0.286 -4.371 -2.724
H 1.415 -4.052 -4.487
H 2.678 -1.933 -4.589
H 3.177 0.065 -3.888
H 1.037 1.726 -2.501
H 0.976 1.215 -4.194
H 2.266 2.285 -3.631
H 2.848 0.658 -0.921
H 4.037 1.376 -2.005
H 4.100 -0.357 -1.660
*
```

The HOMO-LUMO gap (alpha / beta) comes out at 7.2384 / 8.1009 eV. For the LUMO energy (alpha / beta), the calculation gives -3.0 / -2.4 eV. Its expectation value of S² is 2.017.

Calculated atomic charges, method Löwdin, unit e: atom 1 (V): 0.806, atom 2 (C): 0.022, atom 3 (N): -0.106, atom 4 (C): -0.004, atom 5 (C): -0.343, atom 6 (O): -0.101, atom 7 (C): -0.083, atom 8 (O): -0.167, atom 9 (C): -0.089, atom 10 (C): -0.355, atom 11 (O): -0.068, atom 12 (N): -0.104, atom 13 (C): 0.000, atom 14 (C): 0.014, atom 15 (H): 0.109, atom 16 (H): 0.109, atom 17 (H): 0.073, atom 18 (H): 0.110, atom 19 (H): 0.086, atom 20 (H): 0.105, atom 21 (H): 0.147, atom 22 (H): 0.153, atom 23 (H): 0.152, atom 24 (H): 0.139, atom 25 (H): 0.085, atom 26 (H): 0.109, atom 27 (H): 0.107, atom 28 (H): 0.092, atom 29 (H): 0.104, atom 30 (H): 0.102, atom 31 (F): 0.147, atom 32 (C): -0.130, atom 33 (C): -0.138, atom 34 (F): 0.133, atom 35 (C): -0.225, atom 36 (F): 0.013, atom 37 (C): -0.464, atom 38 (Se): 0.868, atom 39 (C): -0.246, atom 40 (F): 0.096, atom 41 (C): -0.133, atom 42 (F): 0.145, atom 43 (C): -0.043, atom 44 (C): -0.345, atom 45 (C): -0.040, atom 46 (C): -0.133, atom 47 (C): -0.035, atom 48 (C): -0.073, atom 49 (C): -0.027, atom 50 (C): -0.127, atom 51 (C): -0.355, atom 52 (C): -0.043, atom 53 (C): -0.058, atom 54 (C): -0.210, atom 55 (O): -0.237, atom 56 (H): 0.083, atom 57 (H): 0.040, atom 58 (H): 0.097, atom 59 (H): 0.131, atom 60 (H): 0.055, atom 61 (H): 0.074, atom 62 (H): 0.096, atom 63 (H): 0.114, atom 64 (H): 0.106, atom 65 (H): 0.116, atom 66 (H): 0.129, atom 67 (H): 0.038, atom 68 (H): 0.092, atom 69 (H): 0.088, atom 70 (H): 0.029, atom 71 (H): 0.088, atom 72 (H): 0.085

***

No. 2
Below is a cluster of 3 separate species, C26H33FI2N7O5S in total in a non-equilibrium geometry, with properties calculated with ωB97M-V with the def2-TZVPD basis set.

Structure (ORCA input):
```
! RIJCOSX wB97M-V def2-TZVPD def2/J DEFGRID3
* xyz 1 1
C -4.104 -5.454 -0.110
C -2.840 -4.813 -0.725
C -2.576 -3.371 -0.174
F -3.400 -2.540 -0.910
N -1.151 -3.063 -0.284
C -0.466 -2.485 0.816
N 0.100 -3.224 1.689
I 0.007 -5.291 1.627
C 0.877 -2.666 2.808
C 2.440 -2.878 2.663
C 2.894 -3.226 1.223
C 3.110 -1.505 3.014
N -0.413 -1.056 0.776
C -1.513 -0.370 1.484
C -1.191 -0.117 3.000
O -0.475 0.708 3.358
I -2.185 -1.356 4.479
C -0.766 -0.843 -0.681
C -0.353 0.481 -1.370
N -0.479 0.286 -2.823
C -0.685 -2.189 -1.412
N 0.634 -2.822 -1.716
C 1.503 -2.112 -2.145
S 2.681 -1.065 -2.240
H -3.946 -5.929 0.872
H -4.486 -6.247 -0.779
H -4.931 -4.723 -0.041
H -1.944 -5.445 -0.705
H -3.069 -4.653 -1.800
H -2.883 -3.391 0.891
H 0.559 -3.186 3.727
H 0.726 -1.592 2.975
H 2.758 -3.636 3.397
H 2.547 -2.495 0.467
H 3.998 -3.135 1.213
H 2.676 -4.254 0.898
H 2.725 -0.778 2.268
H 4.200 -1.549 2.883
H 2.806 -1.163 4.017
H -2.436 -0.987 1.494
H -1.705 0.635 1.078
H -1.871 -0.704 -0.610
H 0.652 0.818 -1.071
H -1.068 1.275 -1.075
H -0.336 1.192 -3.256
H -1.440 0.030 -3.039
H -1.260 -2.322 -2.337
C -5.051 5.815 -0.706
C -5.836 4.678 -0.848
C -5.302 3.531 -1.413
C -3.979 3.536 -1.828
C -3.187 4.667 -1.699
C -3.729 5.811 -1.135
N -3.403 2.317 -2.404
O -4.125 1.344 -2.522
O -2.225 2.337 -2.731
H -5.470 6.708 -0.260
H -6.866 4.685 -0.514
H -5.919 2.649 -1.520
H -2.157 4.670 -2.028
H -3.122 6.699 -1.027
C 5.004 1.376 -0.797
C 6.067 1.563 0.077
C 6.407 2.842 0.491
C 5.673 3.921 0.026
C 4.615 3.747 -0.851
C 4.282 2.466 -1.263
N 6.014 5.276 0.483
O 6.960 5.395 1.238
O 5.327 6.197 0.080
H 4.737 0.375 -1.115
H 6.629 0.711 0.437
H 7.236 2.983 1.171
H 4.048 4.593 -1.214
H 3.455 2.317 -1.947
*
```

The HOMO-LUMO gap comes out at 7.2504 eV. For the LUMO energy, the calculation gives -4.6 eV.

Calculated atomic charges, method Löwdin, unit e: atom 1 (C): -0.095, atom 2 (C): -0.199, atom 3 (C): -0.331, atom 4 (F): 0.031, atom 5 (N): -0.001, atom 6 (C): -0.336, atom 7 (N): -0.330, atom 8 (I): 1.179, atom 9 (C): -0.225, atom 10 (C): -0.368, atom 11 (C): -0.101, atom 12 (C): -0.063, atom 13 (N): 0.057, atom 14 (C): -0.134, atom 15 (C): -0.825, atom 16 (O): 0.072, atom 17 (I): 0.845, atom 18 (C): -0.215, atom 19 (C): -0.217, atom 20 (N): 0.020, atom 21 (C): -0.173, atom 22 (N): 0.104, atom 23 (C): -0.714, atom 24 (S): 0.792, atom 25 (H): 0.074, atom 26 (H): 0.082, atom 27 (H): 0.085, atom 28 (H): 0.061, atom 29 (H): 0.123, atom 30 (H): 0.157, atom 31 (H): 0.098, atom 32 (H): 0.080, atom 33 (H): 0.133, atom 34 (H): 0.052, atom 35 (H): 0.091, atom 36 (H): 0.032, atom 37 (H): 0.088, atom 38 (H): 0.085, atom 39 (H): 0.090, atom 40 (H): 0.105, atom 41 (H): 0.144, atom 42 (H): 0.135, atom 43 (H): 0.104, atom 44 (H): 0.095, atom 45 (H): 0.074, atom 46 (H): 0.071, atom 47 (H): 0.172, atom 48 (C): -0.057, atom 49 (C): -0.056, atom 50 (C): -0.001, atom 51 (C): -0.149, atom 52 (C): -0.001, atom 53 (C): -0.056, atom 54 (N): -0.325, atom 55 (O): 0.086, atom 56 (O): 0.033, atom 57 (H): 0.114, atom 58 (H): 0.113, atom 59 (H): 0.121, atom 60 (H): 0.120, atom 61 (H): 0.114, atom 62 (C): -0.091, atom 63 (C): -0.063, atom 64 (C): 0.002, atom 65 (C): -0.142, atom 66 (C): -0.002, atom 67 (C): -0.071, atom 68 (N): -0.350, atom 69 (O): 0.085, atom 70 (O): 0.080, atom 71 (H): 0.043, atom 72 (H): 0.109, atom 73 (H): 0.122, atom 74 (H): 0.120, atom 75 (H): 0.099

***

No. 3
Below is a structure of composition C26H33GeN6NiS3 in a non-equilibrium geometry, with properties calculated with ωB97M-V with the def2-TZVPD basis set.

Structure (ORCA input):
```
! RIJCOSX wB97M-V def2-TZVPD def2/J DEFGRID3
* xyz 1 3
Ni -0.219 -0.834 -0.350
C 3.468 -0.218 2.794
C 2.762 0.594 3.731
C 1.584 1.161 3.351
C 1.045 0.989 2.054
N 1.862 0.348 1.115
C 3.005 -0.293 1.530
C -0.334 1.297 1.783
C -1.017 2.255 2.573
C -2.354 2.465 2.395
C -3.042 1.755 1.407
C -2.325 0.881 0.622
N -1.016 0.640 0.806
C -2.956 0.117 -0.498
C -4.255 0.352 -0.931
C -4.765 -0.388 -1.984
C -3.966 -1.350 -2.580
C -2.684 -1.523 -2.094
N -2.188 -0.809 -1.082
H 4.362 -0.759 3.071
H 3.134 0.726 4.739
H 1.007 1.711 4.081
H 3.520 -0.855 0.761
H -0.476 2.841 3.301
H -2.877 3.189 3.007
H -4.102 1.906 1.261
H -4.858 1.117 -0.464
H -5.773 -0.211 -2.337
H -4.321 -1.949 -3.408
H -2.018 -2.268 -2.516
C 2.360 3.671 0.504
Ge 2.722 2.293 -0.817
C 4.613 1.833 -0.750
C 2.142 2.787 -2.605
C 1.753 0.618 -0.332
H 2.925 4.567 0.236
H 2.690 3.339 1.490
H 1.301 3.929 0.552
H 5.214 2.640 -1.176
H 4.822 0.919 -1.312
H 4.924 1.685 0.286
H 2.783 3.571 -3.014
H 1.115 3.158 -2.580
H 2.184 1.922 -3.271
H 2.269 -0.175 -0.862
H 0.715 0.690 -0.707
S 0.797 -2.469 -1.746
C 0.794 -2.150 -3.382
N 1.298 -2.961 -4.312
C 1.390 -2.461 -5.680
C 0.332 -1.367 -5.789
S 0.139 -0.707 -4.102
H 1.798 -3.784 -4.012
H 1.193 -3.264 -6.386
H 2.389 -2.068 -5.874
H -0.626 -1.762 -6.117
H 0.637 -0.564 -6.453
C -0.631 -1.678 4.522
N -1.670 -1.990 3.548
C -3.041 -1.974 3.777
C -3.642 -2.277 2.615
N -2.624 -2.477 1.695
C -1.407 -2.305 2.258
S 0.119 -2.459 1.541
H -1.107 -1.337 5.437
H 0.020 -0.900 4.126
H -0.027 -2.558 4.725
H -3.460 -1.748 4.743
H -4.684 -2.368 2.366
H -2.722 -2.705 0.722
*
```

The HOMO-LUMO gap (alpha / beta) comes out at 5.4984 / 6.7430 eV. For the LUMO energy (alpha / beta), the calculation gives -2.4 / -2.5 eV. Its expectation value of S² is 2.033.

Calculated atomic charges, method Löwdin, unit e: atom 1 (Ni): -0.065, atom 2 (C): -0.054, atom 3 (C): -0.062, atom 4 (C): -0.050, atom 5 (C): -0.191, atom 6 (N): -0.087, atom 7 (C): -0.097, atom 8 (C): -0.193, atom 9 (C): -0.012, atom 10 (C): -0.047, atom 11 (C): -0.016, atom 12 (C): -0.202, atom 13 (N): 0.086, atom 14 (C): -0.194, atom 15 (C): 0.001, atom 16 (C): -0.042, atom 17 (C): -0.042, atom 18 (C): -0.139, atom 19 (N): 0.053, atom 20 (H): 0.110, atom 21 (H): 0.109, atom 22 (H): 0.109, atom 23 (H): 0.135, atom 24 (H): 0.110, atom 25 (H): 0.115, atom 26 (H): 0.103, atom 27 (H): 0.109, atom 28 (H): 0.116, atom 29 (H): 0.112, atom 30 (H): 0.084, atom 31 (C): -0.201, atom 32 (Ge): 0.832, atom 33 (C): -0.210, atom 34 (C): -0.211, atom 35 (C): -0.257, atom 36 (H): 0.028, atom 37 (H): 0.019, atom 38 (H): 0.023, atom 39 (H): 0.025, atom 40 (H): 0.024, atom 41 (H): 0.019, atom 42 (H): 0.025, atom 43 (H): 0.024, atom 44 (H): 0.004, atom 45 (H): 0.051, atom 46 (H): 0.040, atom 47 (S): 0.701, atom 48 (C): -1.077, atom 49 (N): -0.058, atom 50 (C): -0.206, atom 51 (C): -0.398, atom 52 (S): 0.947, atom 53 (H): 0.145, atom 54 (H): 0.126, atom 55 (H): 0.124, atom 56 (H): 0.081, atom 57 (H): 0.082, atom 58 (C): -0.014, atom 59 (N): -0.109, atom 60 (C): -0.043, atom 61 (C): -0.063, atom 62 (N): 0.079, atom 63 (C): -0.743, atom 64 (S): 0.692, atom 65 (H): 0.095, atom 66 (H): 0.064, atom 67 (H): 0.096, atom 68 (H): 0.125, atom 69 (H): 0.120, atom 70 (H): 0.139

***

Electronic energy
In order: -143285.1739 -77904.7570 -166499.2265
Unit: eV
ΔE to the lowest compared entry with this formula, charge and spin
In order: 0.00 0.00 20.71
Unit: kcal/mol